212
Properties=species:S:1:pos:R:3:forces:R:3 method="wB97M-V/def2-TZVPD" total_charge=+2 homo_lumo_gap_ev=1.95 multiplicity=1 e_homo_ev=-6.756
C 2.22411 0.96271 1.84686 0.164 -2.073 -1.457
C 0.98451 0.23660 1.28558 -0.677 1.367 2.945
O 0.10170 -0.18525 1.99011 1.489 0.247 -2.700
N 0.88941 0.31645 -0.26239 -1.369 -0.215 1.134
H -0.06443 0.53603 -0.51152 -1.156 -0.748 0.194
H 1.27972 1.18443 -0.60058 1.444 0.241 -0.122
C 1.37876 -0.91247 -0.96250 0.466 0.546 -0.368
H 2.14327 2.04712 1.77173 -0.141 -0.121 0.396
H 3.05459 0.64251 1.21768 0.255 0.385 -0.364
H 2.50164 0.47169 2.77959 -0.549 0.748 0.398
H 1.12601 -0.72705 -2.00646 0.368 -0.419 -0.012
H 0.91976 -1.83030 -0.59506 -0.187 0.378 0.172
H 2.45218 -0.91884 -0.77327 -0.061 -0.296 -0.375
C 6.51258 2.61326 9.47170 -1.047 1.741 0.979
C 5.50661 3.78696 9.24557 0.399 -1.230 -4.123
O 4.86366 3.99809 8.23453 1.363 0.113 3.710
N 5.46677 4.78001 10.44463 -2.132 -0.405 0.554
H 6.12502 4.53310 11.16978 0.552 -0.349 0.087
H 5.73543 5.69973 10.12525 -0.169 0.557 -0.366
C 4.07972 4.77395 11.17004 0.417 0.542 0.761
H 6.63045 1.85569 8.69691 -0.713 0.305 -0.014
H 6.12161 2.25634 10.42452 0.326 -0.932 0.072
H 7.50218 3.01424 9.69084 0.046 0.244 0.015
H 3.97715 3.81352 11.67517 -0.286 -0.292 -0.869
H 3.24200 5.16153 10.59028 0.399 -0.792 -0.677
H 4.05533 5.43851 12.03367 0.913 0.435 -0.131
C -2.99687 -13.95912 7.63122 0.007 -0.477 0.999
C -3.00493 -12.45038 7.60016 -0.249 -0.038 -0.797
C -2.47539 -11.96999 6.25221 0.226 1.184 0.749
C -2.50440 -10.40654 6.19880 1.146 -1.759 -1.005
N -1.77136 -9.94239 4.92873 -0.880 1.706 -1.364
C -1.97272 -8.40249 4.80703 0.506 0.059 -1.042
C -1.82229 -8.12838 3.30488 1.213 0.777 0.113
C -2.32439 -9.32830 2.56671 -0.662 0.174 -0.335
C -2.47528 -10.38496 3.62102 -0.936 -1.170 -0.093
C -0.28960 -10.27148 4.85489 -0.110 -0.246 0.915
H -3.21859 -14.28332 8.64799 -0.399 -0.154 -0.029
H -2.00477 -14.38300 7.47576 0.089 0.151 -0.442
H -3.71232 -14.41116 6.94428 0.079 0.038 -0.001
H -2.34521 -12.06045 8.37529 -0.070 0.080 0.102
H -4.01069 -12.06486 7.76720 -0.084 0.000 0.184
H -2.99884 -12.35353 5.37643 -0.282 -0.152 0.213
H -1.47845 -12.41054 6.24111 0.273 0.475 -0.410
H -2.02801 -9.91881 7.04926 0.182 -0.151 -0.061
H -3.53932 -10.06775 6.15119 0.125 0.108 -0.298
H -1.21160 -7.87745 5.38420 -0.101 -0.246 0.169
H -2.96491 -8.06780 5.10973 -0.037 -0.682 0.412
H -0.76140 -8.04970 3.06732 0.013 0.493 0.091
H -2.32846 -7.22284 2.97040 0.203 0.083 0.324
H -1.68604 -9.62250 1.73361 0.033 0.040 0.173
H -3.31575 -9.11559 2.16664 0.053 -0.154 -0.199
H -2.21270 -11.33288 3.15135 0.771 -0.305 1.026
H -3.54021 -10.50535 3.81987 0.068 0.152 0.632
H 0.24489 -9.75328 5.65107 -0.318 -0.182 0.347
H 0.25276 -9.95082 3.96545 -0.864 -0.005 -0.433
H -0.21184 -11.35215 4.97405 0.185 0.226 -0.084
C -5.81835 7.07257 -12.56808 0.224 -0.464 -1.234
C -5.87449 7.02500 -11.07019 -0.815 -0.431 -0.034
C -4.51216 6.84199 -10.34491 -1.704 1.750 0.671
C -3.97544 5.46850 -10.27918 2.019 -0.178 -0.886
N -2.62770 5.34577 -9.53721 1.209 0.005 2.327
C -2.84585 5.49435 -7.95028 0.088 -0.814 -2.011
C -3.26518 4.10166 -7.48511 0.765 0.063 0.078
C -2.90081 3.07949 -8.61275 -0.723 0.713 -0.725
C -2.08577 3.88345 -9.64187 0.306 0.828 1.037
C -1.45874 6.34203 -9.84614 -1.559 -0.007 -1.353
H -5.65218 6.12309 -13.07695 0.940 -0.354 0.403
H -5.05714 7.79921 -12.85212 -0.065 -0.050 -0.432
H -6.74416 7.27271 -13.10744 -0.320 0.874 0.663
H -6.62174 6.29428 -10.76070 0.245 -0.504 0.206
H -6.37362 7.94144 -10.75537 0.561 0.302 0.316
H -4.78159 7.14830 -9.33411 0.367 0.145 0.292
H -3.84502 7.61179 -10.73273 0.335 -0.286 -0.102
H -3.65334 5.14411 -11.26869 -0.696 -0.411 -0.187
H -4.69388 4.81077 -9.78996 0.302 -0.249 -0.163
H -1.84130 5.79229 -7.64992 -0.399 0.022 0.534
H -3.62423 6.22346 -7.72526 0.453 0.281 -0.303
H -2.65865 3.95199 -6.59190 -0.236 -0.515 0.086
H -4.31253 4.10880 -7.18327 0.084 -0.311 -0.175
H -2.39342 2.18703 -8.24644 0.115 0.240 -0.098
H -3.78240 2.75365 -9.16478 -0.276 -0.222 0.474
H -1.04990 3.90017 -9.30308 0.035 0.371 -0.019
H -2.04642 3.56424 -10.68334 -0.531 -0.022 0.095
H -0.48984 6.02046 -9.46412 -0.500 -0.303 0.424
H -1.72845 7.34021 -9.50115 -0.021 -0.250 0.300
H -1.34335 6.43965 -10.92560 -0.146 -0.246 -0.107
C 8.78320 -7.15772 -2.67394 0.926 0.191 0.393
C 9.27973 -6.48352 -3.94738 -1.140 -0.349 -0.759
C 8.05404 -5.88822 -4.72760 1.228 0.157 1.416
C 8.48995 -5.07533 -5.92117 -0.919 0.288 -1.096
P 7.25922 -3.77982 -6.39418 1.270 1.871 0.287
C 8.09015 -2.55678 -7.61711 -1.712 -0.790 1.012
C 7.27505 -1.22034 -7.69807 1.016 -0.365 0.703
C 7.95515 -0.22029 -8.61398 0.617 0.870 0.254
C 7.09329 1.03294 -8.83026 0.637 -0.335 0.465
C 5.70727 -4.39474 -6.97912 -0.221 -0.232 -0.764
C 4.95297 -3.58118 -8.09076 1.766 -0.336 0.996
C 4.09605 -4.45856 -8.96893 -1.421 2.090 0.323
C 3.02842 -3.47380 -9.53905 0.724 -1.183 -0.764
C 6.90633 -2.73182 -4.90615 1.082 0.679 -1.073
C 8.18674 -2.03966 -4.34179 0.260 -1.339 -0.068
C 7.86599 -1.19608 -3.12963 -0.757 0.389 0.734
C 8.43499 -1.64433 -1.76294 -0.093 -0.599 -0.619
H 9.60577 -7.72341 -2.23638 -0.074 -0.262 -0.019
H 7.92345 -7.81756 -2.79037 0.028 0.155 -0.125
H 8.58512 -6.38866 -1.92734 -0.460 -0.032 0.007
H 9.79802 -7.18337 -4.60287 -0.010 -0.204 -0.043
H 10.02092 -5.72028 -3.71030 -0.167 0.279 0.021
H 7.52896 -5.28880 -3.98391 -0.332 -0.001 -0.063
H 7.40551 -6.68319 -5.09574 -0.093 -0.031 0.378
H 8.57105 -5.83718 -6.69647 0.166 0.489 -0.667
H 9.43493 -4.53307 -5.88861 0.122 -0.122 0.461
H 8.28544 -2.99715 -8.59489 -0.196 -0.220 0.056
H 9.04873 -2.45058 -7.10923 0.136 0.516 -0.210
H 7.28994 -0.83224 -6.67961 0.302 0.451 -0.001
H 6.19603 -1.25980 -7.84720 0.126 -0.644 -0.643
H 8.34881 -0.58444 -9.56293 -0.794 -0.592 -0.302
H 8.91492 0.03120 -8.16268 0.027 0.366 0.465
H 6.14965 0.68434 -9.24995 -0.021 0.574 -0.355
H 7.64342 1.77637 -9.40711 -0.371 -0.218 -0.555
H 6.89052 1.56864 -7.90290 -0.175 -0.323 0.264
H 5.07217 -4.58584 -6.11412 -0.032 -0.185 -0.008
H 6.05985 -5.34964 -7.36896 -0.589 -0.402 -0.282
H 5.69630 -3.03505 -8.67153 -0.002 -0.306 -0.364
H 4.40558 -2.76598 -7.61755 -0.383 -0.263 0.159
H 3.48027 -5.10706 -8.34575 0.551 -0.691 -0.163
H 4.66078 -4.92995 -9.77329 -0.123 -0.328 0.311
H 2.39745 -4.10009 -10.16971 -0.601 0.449 0.135
H 3.47789 -2.72685 -10.19337 0.047 0.159 0.110
H 2.51948 -2.99158 -8.70446 -0.290 -0.113 -0.294
H 6.35967 -3.28726 -4.14407 0.105 -0.076 -0.046
H 6.27793 -1.93127 -5.29644 -0.489 -0.156 0.056
H 8.74084 -1.46039 -5.08038 -0.189 -0.148 -0.250
H 8.81014 -2.88804 -4.05946 0.533 0.147 0.185
H 6.77656 -1.23005 -3.13755 -0.256 0.036 0.853
H 8.02378 -0.12777 -3.27772 0.528 -0.026 -0.203
H 8.34560 -2.72322 -1.63606 -0.651 -0.151 0.036
H 7.91015 -1.14598 -0.94790 0.228 -0.031 -0.004
H 9.51597 -1.56124 -1.65042 0.040 0.785 -0.205
C -9.04376 7.66527 9.74896 0.032 -0.980 0.149
C -8.03035 6.55682 10.10672 -0.175 0.193 -0.614
C -7.58627 5.77172 8.80177 -0.223 0.640 0.746
C -6.49772 6.48255 8.01245 1.455 0.398 -0.460
P -5.95918 5.82499 6.33998 -1.323 0.564 0.833
C -7.53216 5.75678 5.39963 -0.175 0.687 -1.158
C -8.43393 7.08829 5.37854 0.655 -0.792 -0.242
C -8.96120 7.51895 3.95615 0.818 -0.281 1.115
C -9.72203 6.39473 3.29662 -1.504 -0.220 0.308
C -5.21548 4.17527 6.50880 1.055 0.805 0.111
C -3.86841 4.07224 7.40354 -1.981 -0.456 -0.167
C -3.59152 2.57412 7.69236 1.974 0.667 -0.958
C -2.21741 2.33592 8.39741 -0.851 -0.315 0.513
C -4.79323 6.94363 5.40043 -0.554 -0.401 1.424
C -4.80907 6.72331 3.92720 1.359 -0.843 -1.345
C -3.44036 7.15759 3.27393 -0.816 1.541 -0.185
C -3.31013 6.70223 1.85493 0.417 0.079 -1.056
H -8.72480 8.21277 8.86205 0.051 0.536 0.348
H -9.28500 8.25459 10.63361 0.316 0.465 -0.328
H -9.99060 7.19762 9.47898 -0.054 -0.143 -0.131
H -8.50986 5.93086 10.85928 -0.102 -0.597 -0.443
H -7.20062 6.95002 10.69413 0.439 0.224 -0.484
H -8.46739 5.73256 8.16131 -0.137 -0.736 0.147
H -7.15387 4.81281 9.08751 -0.592 -0.328 -0.160
H -5.61062 6.46005 8.64542 0.306 0.292 -0.079
H -6.71004 7.53044 7.80042 -0.160 0.130 0.166
H -8.09382 4.83176 5.52995 -0.101 0.095 0.836
H -7.23239 5.58138 4.36645 0.346 0.204 -0.264
H -7.91096 7.90436 5.87716 0.337 0.191 -0.322
H -9.30016 6.96678 6.02891 -0.119 -0.408 -0.082
H -8.16932 7.85576 3.28712 0.267 0.133 0.227
H -9.55932 8.38975 4.22462 -0.338 -0.020 -0.554
H -9.13131 5.57343 2.89089 0.172 0.137 0.160
H -10.45196 6.67356 2.53665 0.537 0.519 -0.435
H -10.43040 6.00836 4.02944 0.194 -0.530 0.329
H -5.06734 3.93175 5.45673 0.346 -0.529 -0.052
H -6.01473 3.53106 6.87526 0.129 -0.132 0.174
H -4.08983 4.59580 8.33358 0.047 -0.011 0.227
H -3.01157 4.59217 6.97506 -0.113 -0.200 -0.376
H -3.38744 2.10874 6.72807 -0.747 -0.195 -0.246
H -4.45323 2.10227 8.16450 0.256 -0.034 0.148
H -1.99409 1.27145 8.46907 -0.411 -0.157 0.175
H -2.23874 2.73374 9.41198 0.280 0.098 0.023
H -1.34050 2.68744 7.85375 -0.328 0.639 -0.167
H -3.78725 6.75806 5.77679 -0.061 0.071 0.337
H -5.06606 7.98548 5.56839 0.078 -0.003 0.469
H -5.69369 7.20553 3.51122 0.383 0.476 -0.381
H -4.94332 5.69312 3.59738 0.006 -0.439 0.431
H -2.46362 6.91476 3.69239 -0.509 -0.904 1.155
H -3.35588 8.24276 3.33207 -0.422 0.356 -0.161
H -3.08976 5.63486 1.87037 -0.416 -0.103 -0.474
H -2.46647 7.17940 1.35627 0.382 -0.014 0.304
H -4.11019 6.98519 1.17086 -0.500 -0.472 0.338
O 3.71776 5.72636 -4.29468 0.464 1.646 -0.336
C 3.42634 4.53945 -3.73798 -1.733 -1.846 -0.023
O 3.42584 4.50771 -2.49792 0.455 0.193 1.736
O 3.03516 3.66178 -4.49844 0.077 -1.377 -1.275
H 3.65238 6.20474 -3.46493 0.515 1.117 0.032
O -6.71516 1.06022 1.25959 -0.634 0.113 1.406
C -6.16509 0.56545 0.14268 2.784 -0.959 -4.243
O -6.72070 -0.42399 -0.41251 -0.603 0.356 1.264
O -5.11605 1.09897 -0.30040 -0.313 0.639 0.904
H -7.27548 0.29044 1.38231 -1.035 -0.002 0.774
O 4.05559 -9.62042 -0.67737 0.968 -0.574 1.336
C 3.30553 -8.97102 -1.55343 -3.382 1.806 -4.308
O 3.34695 -7.69975 -1.60805 1.093 -0.202 1.320
O 2.56932 -9.61182 -2.34757 0.715 -0.916 1.007
H 4.42928 -8.86085 -0.22460 0.570 0.056 0.587
O 4.29490 -4.65723 2.92584 -2.216 1.666 -2.274
C 5.07973 -5.14114 3.84276 3.132 -1.363 5.257
O 5.82447 -6.08053 3.49236 0.184 -0.509 -0.973
O 5.07010 -4.66896 5.02094 -0.927 0.539 -1.120
H 4.60384 -5.21181 2.20571 -0.300 -0.148 -0.850